Computed, not measured: C32H32AsF6N2O5ReS2 as an isolated structure, with ωB97M-V with the def2-TZVPD basis set.

spin multiplicity	4
expectation value of S²	3.88
HOMO energy (alpha / beta)	-0.40952 / -0.42416	Eh
charge	+1
gap between HOMO and LUMO (alpha / beta)	7.25 / 7.92	eV

Element x y z (Å)
Re 1.1677 0.7586 -0.6158
F -0.4174 3.2171 -4.7339
C 0.8684 2.9216 -4.6441
F 1.5648 4.0085 -4.3507
F 1.2967 2.3982 -5.7750
S 1.1163 1.7072 -3.2708
O 0.5705 2.4033 -2.0783
O 2.5164 1.4120 -3.0945
N 0.2378 0.5025 -3.6938
S 0.7188 -1.0026 -3.4305
O -0.3231 -1.8973 -3.7940
O 1.2989 -1.1403 -2.0924
C 2.1419 -1.3338 -4.6248
F 2.2299 -0.3519 -5.5075
F 3.2740 -1.4370 -3.9516
F 1.8917 -2.4686 -5.2526
C 4.7877 1.9933 -0.1644
C 4.5018 1.7568 1.3188
C 3.3997 2.6801 1.8420
C 4.3005 0.2971 1.6886
C 5.3326 -0.3462 2.3529
C 5.2081 -1.6634 2.7677
C 4.0209 -2.3445 2.5805
C 2.9352 -1.7569 1.9376
C 1.6549 -2.5762 1.9467
C 0.6131 -2.3454 0.8623
C 0.9981 -2.4171 3.3261
C 3.1247 -0.4516 1.4389
N 2.1851 0.1238 0.5991
H 5.1570 3.0096 -0.3092
H 3.8944 1.8880 -0.7825
H 5.5369 1.3012 -0.5499
H 5.4125 2.0383 1.8535
H 2.4604 2.5523 1.3018
H 3.7053 3.7201 1.7220
H 3.2076 2.5066 2.9021
H 6.2489 0.1951 2.5506
H 6.0396 -2.1541 3.2570
H 3.9223 -3.3605 2.9431
H 1.9844 -3.6148 1.8514
H 0.1404 -1.3675 0.9666
H -0.1736 -3.0928 0.9767
H 1.0140 -2.4408 -0.1481
H 0.6876 -1.3805 3.4824
H 1.6774 -2.6867 4.1339
H 0.1116 -3.0494 3.3966
O -0.8070 0.3803 -0.7692
As -2.3328 0.1823 -0.0638
C -3.5403 0.9489 -1.3087
C -4.6648 0.2396 -1.7124
C -5.5244 0.8052 -2.6448
C -5.2497 2.0604 -3.1648
C -4.1205 2.7625 -2.7578
C -3.2591 2.2100 -1.8264
C -2.4474 1.0901 1.6092
C -3.7125 1.2106 2.1825
C -3.8607 1.8996 3.3753
C -2.7539 2.4797 3.9821
C -1.4995 2.3712 3.4009
C -1.3425 1.6770 2.2098
C -2.6762 -1.6746 0.1494
C -2.3995 -2.5134 -0.9272
C -2.6270 -3.8740 -0.8016
C -3.1408 -4.3851 0.3834
C -3.4220 -3.5433 1.4505
C -3.1867 -2.1806 1.3398
H -4.8715 -0.7473 -1.3160
H -6.4018 0.2607 -2.9659
H -5.9157 2.4959 -3.8977
H -3.9109 3.7401 -3.1703
H -2.3721 2.7525 -1.5208
H -4.5848 0.7811 1.7018
H -4.8400 1.9910 3.8248
H -2.8725 3.0254 4.9086
H -0.6397 2.8291 3.8714
H -0.3556 1.5945 1.7689
H -1.9909 -2.1202 -1.8497
H -2.4005 -4.5320 -1.6295
H -3.3216 -5.4480 0.4756
H -3.8167 -3.9480 2.3727
H -3.3808 -1.5325 2.1854

Atom charges from the Mulliken analysis, given in e for atoms 1 to 8: Re -0.84; F -0.18; C 0.43; F -0.19; F -0.16; S 1.17; O -0.70; O -0.50



Computed, not measured: C8H15ClFO3P as an isolated structure, with ωB97M-V with the def2-TZVPD basis set.

spin multiplicity	1
HOMO energy	-0.34677	Eh
gap between HOMO and LUMO	10.09	eV

Element x y z (Å)
C -1.2289 0.7667 0.2620
C -4.1544 1.1907 0.5336
C 3.1068 -1.2650 1.8444
C 0.8805 -1.0553 -2.4150
C -3.3837 0.4608 -0.5525
C 2.0825 -0.1570 1.6321
C 1.1417 -1.3066 -0.9373
C 0.5521 1.4492 -0.2245
O -1.3344 0.2370 1.3185
O 3.1201 0.6538 -0.8290
O -2.0349 0.9739 -0.7110
F 0.4207 1.9438 -1.4749
P 1.9077 0.1765 -0.1622
Cl 0.8967 2.7458 0.8964
H -5.1342 0.7332 0.6415
H -3.6329 1.1162 1.4856
H -4.2790 2.2404 0.2787
H 3.9929 -1.0629 1.2442
H 3.4007 -1.3157 2.8898
H 2.7040 -2.2328 1.5538
H 0.0902 -0.3219 -2.5548
H 1.7839 -0.6696 -2.8833
H 0.5911 -1.9762 -2.9163
H -3.8415 0.6001 -1.5311
H -3.3126 -0.6061 -0.3180
H 2.4456 0.7729 2.0768
H 1.1165 -0.4025 2.0697
H 1.8716 -2.1128 -0.8165
H 0.2311 -1.5766 -0.4003

Atom charges from the natural (NBO) analysis, given in e for atoms 1 to 8: C 0.83; C -0.64; C -0.61; C -0.62; C -0.07; C -0.78; C -0.77; C -0.09



Computed, not measured: C35H32AlN3O3P2SSbSe4Te as an isolated structure, with ωB97M-V with the def2-TZVPD basis set.

spin multiplicity	1
HOMO energy	-0.16184	Eh
charge	-1
gap between HOMO and LUMO	6.13	eV

Element x y z (Å)
Al -2.1703 -2.1964 1.8663
Te -0.9136 2.6842 -0.2289
C 0.6808 3.6192 -1.3225
C 1.8673 4.0246 -0.7246
C 2.8219 4.6607 -1.5066
N 2.6601 4.9191 -2.8002
C 1.5077 4.5618 -3.3590
C 0.4916 3.9192 -2.6677
C -0.5442 0.5106 0.1818
P 0.7938 -0.1334 1.3752
C 1.1238 1.3816 2.3637
C 2.3885 1.9446 2.5300
C 2.5560 3.0809 3.3103
C 1.4715 3.6602 3.9492
C 0.2169 3.0812 3.8294
C 0.0463 1.9469 3.0532
C 2.4078 -0.2771 0.5253
C 3.1529 -1.4202 0.8016
C 4.4339 -1.5696 0.2891
C 4.9826 -0.5699 -0.4957
C 4.2442 0.5720 -0.7803
C 2.9668 0.7178 -0.2697
P -0.8379 -0.8112 -1.1529
C 0.5864 -0.6392 -2.3025
C 0.8663 0.5248 -3.0135
C 1.9066 0.5684 -3.9230
C 2.6615 -0.5733 -4.1568
C 2.3844 -1.7436 -3.4680
C 1.3485 -1.7773 -2.5435
C -2.1156 -0.0209 -2.2197
C -1.9870 0.0127 -3.6102
C -2.9308 0.6593 -4.3938
C -4.0490 1.2375 -3.8132
C -4.2307 1.1374 -2.4432
C -3.2749 0.5166 -1.6546
H 2.0405 3.8462 0.3297
H 3.7650 4.9836 -1.0780
H 1.3990 4.7997 -4.4120
H -0.4332 3.6475 -3.1620
H 3.2499 1.5031 2.0488
H 3.5429 3.5157 3.4116
H 1.6078 4.5510 4.5490
H -0.6321 3.5161 4.3409
H -0.9294 1.4854 2.9828
H 2.7227 -2.2021 1.4167
H 5.0051 -2.4610 0.5144
H 5.9846 -0.6788 -0.8917
H 4.6706 1.3554 -1.3951
H 2.3986 1.6084 -0.4912
H 0.2550 1.3987 -2.8485
H 2.1305 1.4925 -4.4437
H 3.4727 -0.5453 -4.8739
H 2.9726 -2.6332 -3.6537
H 1.1301 -2.6924 -2.0034
H -1.1380 -0.4523 -4.0905
H -2.7853 0.7171 -5.4657
H -4.7752 1.7587 -4.4240
H -5.1150 1.5550 -1.9785
H -3.4431 0.4409 -0.5908
Se -1.2180 -5.4468 5.1806
Sb -2.1338 -5.1528 2.9417
Se -0.3853 -3.7751 1.6244
Se -2.8578 -6.9821 1.5328
Se -3.9470 -3.3385 3.0885
O -2.5286 -0.6668 1.0509
O -1.7141 0.5343 1.0365
C -2.0360 -1.6263 5.7752
C -1.1492 -1.7453 4.5833
N 0.0733 -2.2159 4.7485
O -1.5466 -1.4286 3.4437
H -1.4832 -1.3220 6.6626
H -2.4596 -2.6214 5.9461
H -2.8516 -0.9400 5.5670
H 0.3166 -2.6984 5.5975
H 0.5921 -2.4632 3.9136
S -4.9999 -2.9115 -1.6923
C -3.6465 -3.9462 -1.9342
C -2.8035 -3.8579 -0.8794
N -3.2088 -2.9909 0.0969
C -4.3442 -2.4293 -0.1962
H -3.5605 -4.5567 -2.8154
H -1.8865 -4.4113 -0.7482
H -4.8317 -1.7263 0.4593

Atom charges from the natural (NBO) analysis, given in e for atoms 1 to 8: Al 1.54; Te 0.53; C -0.23; C -0.29; C 0.03; N -0.42; C 0.03; C -0.29



Computed, not measured: C3H5NS as an isolated structure, with ωB97M-V with the def2-TZVPD basis set.

spin multiplicity	1
HOMO energy	-0.31812	Eh
gap between HOMO and LUMO	8.58	eV

Element x y z (Å)
C 0.9642 -0.0515 -0.3848
C -0.3774 -0.8468 -0.3819
C 0.2332 0.8656 0.5573
H -0.6177 -1.1711 -1.4446
H -0.3703 -1.7065 0.3359
H -1.8540 0.4223 0.5622
H 0.3922 0.3837 1.5612
H 0.4554 1.8940 0.5398
N -1.0362 0.4541 0.0320
S 2.2105 -0.2438 -1.3771

Atom charges from the natural (NBO) analysis, given in e for atoms 1 to 8: C -0.06; C -0.31; C -0.29; H 0.22; H 0.20; H 0.37; H 0.19; H 0.21